DFT (the ωB97M-V functional and the def2-TZVPD basis) results for a 13-piece molecular cluster, C92H207N13O13 overall.

Atoms and positions in Å:
C: -12.932877 -23.148816 -4.523866
C: -13.987801 -24.150300 -5.124485
C: -14.328002 -25.088664 -3.891827
C: -15.356780 -24.494766 -2.941877
C: -16.555182 -23.940826 -3.756284
C: -16.134510 -22.867130 -4.757135
N: -15.171867 -23.485984 -5.724701
O: -14.523599 -22.520367 -6.610474
C: -17.275976 -22.353514 -5.624535
C: -15.613149 -21.569889 -4.040617
C: -13.335248 -25.023232 -6.177830
H: -12.969780 -22.137771 -4.937944
H: -11.904290 -23.576116 -4.544234
H: -13.099204 -22.954577 -3.447493
H: -14.716695 -25.984759 -4.342389
H: -13.378566 -25.343386 -3.429885
H: -15.020623 -23.655824 -2.291116
H: -15.659015 -25.264560 -2.257014
H: -17.229536 -23.558059 -2.987544
H: -17.048274 -24.712937 -4.325569
H: -18.073444 -21.848834 -5.005573
H: -16.869940 -21.561312 -6.283474
H: -17.758270 -23.048872 -6.290746
H: -15.317888 -20.774136 -4.811858
H: -16.388144 -21.062465 -3.464220
H: -14.734668 -21.634672 -3.369191
H: -12.800497 -24.456008 -6.934349
H: -14.074188 -25.620705 -6.691974
H: -12.609444 -25.745468 -5.741252
H: -14.744372 -22.847093 -7.544340
C: -18.909737 -15.608098 -2.821677
C: -19.461198 -16.287052 -4.105666
C: -18.439427 -17.152168 -4.874663
C: -17.952691 -18.275031 -4.049024
C: -19.161567 -19.187616 -3.829788
C: -20.364776 -18.506182 -3.188576
N: -20.591758 -17.190202 -3.827955
O: -21.617711 -16.469214 -3.230350
C: -21.571752 -19.435350 -3.435930
C: -20.253699 -18.467679 -1.656601
C: -19.943924 -15.247079 -5.002377
H: -18.492372 -14.741697 -3.173659
H: -18.184009 -16.303237 -2.378576
H: -19.639811 -15.296597 -2.042057
H: -19.011087 -17.590640 -5.711708
H: -17.538237 -16.595525 -5.359109
H: -17.516957 -17.928300 -3.141170
H: -17.135395 -18.738609 -4.608254
H: -18.869691 -20.022659 -3.112452
H: -19.501719 -19.735337 -4.723106
H: -21.958236 -19.385023 -4.435726
H: -21.240764 -20.458305 -3.367163
H: -22.420811 -19.269452 -2.796394
H: -20.227513 -19.458487 -1.221113
H: -19.388615 -17.914598 -1.327085
H: -21.188577 -18.077538 -1.230037
H: -20.689054 -14.623910 -4.594691
H: -20.320159 -15.739668 -5.886479
H: -19.086189 -14.640919 -5.404308
H: -21.463314 -16.436885 -2.299142
C: -18.385303 -14.155690 -14.473910
C: -19.201564 -13.259831 -15.504416
C: -18.635227 -13.435502 -16.865329
C: -19.074624 -14.835270 -17.365154
C: -20.554590 -14.893476 -17.471735
C: -21.205860 -14.730746 -16.152993
N: -20.641752 -13.579083 -15.473988
O: -21.230981 -13.331604 -14.233791
C: -22.702049 -14.572847 -16.342918
C: -20.957804 -16.026630 -15.289359
C: -19.079807 -11.886219 -14.959244
H: -17.339211 -13.757531 -14.389292
H: -18.351180 -15.243074 -14.799581
H: -18.825243 -14.154064 -13.451405
H: -18.942687 -12.600189 -17.486249
H: -17.543887 -13.365297 -16.872507
H: -18.742016 -15.498887 -16.590896
H: -18.580820 -15.210992 -18.274718
H: -20.881293 -15.864755 -17.848836
H: -20.934113 -14.145220 -18.137437
H: -22.872645 -13.674889 -16.899829
H: -23.221498 -15.374740 -16.873864
H: -23.134216 -14.317552 -15.378038
H: -21.601104 -16.779137 -15.715969
H: -19.939751 -16.411302 -15.126810
H: -21.370434 -15.764849 -14.300280
H: -19.470920 -11.776106 -13.948299
H: -19.609123 -11.176262 -15.583399
H: -18.001257 -11.690697 -15.009377
H: -21.629518 -12.461512 -14.203987
C: -14.438356 -20.452614 -13.209330
C: -15.828307 -19.880974 -13.100713
C: -15.677030 -18.336797 -13.126159
C: -17.019622 -17.672080 -13.390452
C: -17.421134 -18.208772 -14.859191
C: -17.697534 -19.728495 -14.886144
N: -16.495172 -20.344504 -14.368915
O: -16.747881 -21.770674 -14.305447
C: -18.928400 -19.906659 -13.946934
C: -17.857994 -20.229535 -16.240193
C: -16.467081 -20.385201 -11.816043
H: -13.946805 -20.251224 -12.266883
H: -13.900303 -19.903460 -13.967540
H: -14.487056 -21.545570 -13.385427
H: -15.162069 -18.186417 -12.169734
H: -14.914392 -18.119886 -13.831922
H: -16.999838 -16.592110 -13.502787
H: -17.747499 -18.067979 -12.671802
H: -16.589184 -17.922598 -15.588057
H: -18.287097 -17.642653 -15.117493
H: -18.639856 -20.128972 -12.947502
H: -19.567088 -19.062249 -13.977429
H: -19.548760 -20.727776 -14.241563
H: -18.766000 -19.900353 -16.742385
H: -17.050840 -19.852257 -16.888277
H: -18.059288 -21.282389 -16.295265
H: -15.659509 -20.481963 -11.042597
H: -16.786700 -21.437775 -11.960040
H: -17.343611 -19.803407 -11.491415
H: -16.299516 -22.190128 -15.040636
C: -21.077384 -25.488271 -14.456913
C: -21.282502 -24.138769 -13.840657
C: -22.657436 -24.226368 -13.161214
C: -22.544130 -24.906624 -11.778557
C: -21.558834 -24.188686 -10.861099
C: -20.214899 -24.327615 -11.482282
N: -20.260746 -23.631549 -12.855917
O: -18.914969 -23.805147 -13.399805
C: -19.212114 -23.466337 -10.636947
C: -19.811046 -25.779369 -11.473727
C: -21.292899 -23.029385 -14.907494
H: -21.518914 -26.400573 -13.967146
H: -19.988293 -25.687545 -14.603994
H: -21.404722 -25.594681 -15.499532
H: -22.922063 -23.207596 -12.983586
H: -23.430953 -24.639629 -13.833826
H: -22.271306 -25.913604 -12.123139
H: -23.535920 -25.041343 -11.356919
H: -21.635614 -24.514264 -9.862192
H: -21.966891 -23.200616 -10.884301
H: -18.197884 -23.559923 -10.944724
H: -19.536168 -22.435393 -10.656816
H: -19.338853 -23.759469 -9.590103
H: -19.406033 -26.080506 -10.521444
H: -20.562325 -26.488625 -11.696551
H: -18.946791 -25.949608 -12.089978
H: -20.332444 -22.853567 -15.386647
H: -21.455716 -22.070159 -14.351422
H: -22.098028 -23.097129 -15.607252
H: -18.465489 -22.945179 -13.335875
C: -26.914919 -17.785521 -5.323667
C: -25.600307 -18.134788 -5.958605
C: -25.640520 -18.346722 -7.540490
C: -25.849813 -17.043373 -8.247771
C: -24.805070 -15.957837 -7.948457
C: -24.601981 -15.776569 -6.460785
N: -24.439941 -17.155207 -5.816033
O: -24.274446 -16.977969 -4.407934
C: -23.220410 -15.038093 -6.139599
C: -25.684459 -14.974167 -5.757761
C: -25.051139 -19.462213 -5.468113
H: -26.949680 -17.950811 -4.217508
H: -27.723571 -18.504631 -5.604934
H: -27.338733 -16.770456 -5.314621
H: -24.624078 -18.735428 -7.753792
H: -26.317347 -19.122425 -7.764536
H: -26.910668 -16.683491 -8.043238
H: -25.789488 -17.240062 -9.326799
H: -25.180005 -15.044400 -8.446568
H: -23.864391 -16.199020 -8.500375
H: -22.417305 -15.673837 -6.586961
H: -23.061847 -14.055939 -6.679278
H: -22.956075 -14.802897 -5.099778
H: -26.727729 -15.142008 -6.099336
H: -25.648594 -15.164474 -4.718584
H: -25.482421 -13.919074 -5.845471
H: -24.259078 -19.923414 -6.050525
H: -25.805589 -20.211127 -5.410223
H: -24.731821 -19.344277 -4.407556
H: -23.359462 -17.024887 -4.204013
C: -27.076144 -19.996687 -15.312825
C: -26.112644 -20.186252 -14.114675
C: -25.248867 -18.942321 -14.040204
C: -26.024840 -17.728678 -13.649063
C: -26.706742 -17.924612 -12.280282
C: -27.540880 -19.184580 -12.110323
N: -26.826804 -20.383024 -12.718726
O: -27.773127 -21.452086 -12.842970
C: -27.681010 -19.398803 -10.565979
C: -29.022449 -18.932932 -12.556420
C: -25.145272 -21.401832 -14.294878
H: -26.487171 -19.579366 -16.132065
H: -27.894238 -19.319774 -15.020626
H: -27.373281 -21.010302 -15.667131
H: -24.432180 -19.129189 -13.294449
H: -24.766550 -18.794215 -15.026427
H: -26.637933 -17.487329 -14.475481
H: -25.282809 -16.883239 -13.553276
H: -27.344068 -17.082345 -12.006050
H: -25.887835 -17.977544 -11.547996
H: -26.710638 -19.561240 -10.016584
H: -28.165695 -18.533833 -10.126373
H: -28.341766 -20.239567 -10.281396
H: -29.125257 -17.826059 -12.742166
H: -29.312137 -19.517112 -13.460453
H: -29.735452 -19.304427 -11.797872
H: -24.523318 -21.141330 -15.106306
H: -25.735049 -22.213539 -14.760534
H: -24.597055 -21.798286 -13.384201
H: -27.345291 -22.166502 -12.325011
C: -23.157582 -18.137561 -10.343688
C: -21.941667 -18.899145 -10.673460
C: -20.850499 -18.080435 -11.244123
C: -20.220749 -17.171975 -10.172012
C: -19.597966 -18.074445 -9.009033
C: -20.582758 -19.005803 -8.347945
N: -21.372603 -19.588953 -9.464168
O: -22.481978 -20.408477 -8.904915
C: -19.676340 -20.118852 -7.711745
C: -21.487420 -18.413584 -7.215638
C: -22.375149 -20.002815 -11.670957
H: -23.996892 -18.801080 -10.142131
H: -23.500616 -17.471619 -11.139402
H: -23.059900 -17.435757 -9.461544
H: -20.162490 -18.678873 -11.784321
H: -21.288638 -17.414012 -11.963005
H: -21.001375 -16.527101 -9.752856
H: -19.381689 -16.555881 -10.684047
H: -19.136022 -17.416184 -8.266488
H: -18.867972 -18.706420 -9.511345
H: -18.980484 -20.545077 -8.450206
H: -19.040366 -19.492485 -7.049028
H: -20.331227 -20.845497 -7.193375
H: -22.015641 -17.549685 -7.533784
H: -22.210122 -19.129849 -6.861232
H: -20.856161 -18.093658 -6.363941
H: -21.450130 -20.480770 -12.016445
H: -22.842995 -19.710322 -12.590736
H: -22.949226 -20.721666 -11.197162
H: -22.305870 -21.209084 -9.425971
C: -16.435929 -25.512907 -9.110746
C: -15.543815 -24.474946 -9.880988
C: -15.629951 -24.445196 -11.445098
O: -15.116957 -25.670791 -11.878583
C: -14.736147 -25.553173 -13.227198
N: -15.737012 -23.158664 -9.266438
H: -17.444694 -25.119822 -8.997703
H: -16.129412 -25.458914 -8.021826
H: -16.303439 -26.559442 -9.423350
H: -14.493870 -24.896980 -9.647790
H: -15.028242 -23.588817 -11.796167
H: -16.720279 -24.301921 -11.762027
H: -14.410860 -26.563638 -13.558498
H: -13.850407 -24.839696 -13.354596
H: -15.549051 -25.179135 -13.815665
H: -15.197475 -22.413346 -9.720030
H: -16.733998 -22.897578 -9.328520
C: -24.972446 -22.495585 -9.910233
C: -26.031518 -23.525659 -9.711117
C: -27.156455 -22.942993 -8.918919
O: -28.133232 -23.978276 -8.676037
C: -28.947494 -23.584972 -7.572805
N: -26.647294 -23.913351 -11.004316
H: -25.179976 -21.570142 -10.407281
H: -24.155014 -22.943595 -10.460762
H: -24.477637 -22.170342 -8.995451
H: -25.658996 -24.375746 -9.215056
H: -27.654645 -22.135612 -9.441418
H: -26.784133 -22.544759 -7.914525
H: -29.617409 -24.423126 -7.314828
H: -29.543542 -22.770007 -7.932904
H: -28.378888 -23.256167 -6.692006
H: -27.457997 -24.514004 -10.927892
H: -25.952711 -24.135613 -11.655694
C: -11.568606 -18.404491 -9.363231
C: -12.242033 -19.713838 -8.930236
C: -13.457746 -19.355941 -8.132460
O: -14.561761 -19.031710 -9.062494
C: -15.742491 -18.571610 -8.337927
N: -12.486070 -20.700823 -9.941192
H: -11.321926 -17.804233 -8.490814
H: -12.275317 -17.838615 -10.030422
H: -10.666113 -18.594166 -9.958252
H: -11.520698 -20.124503 -8.198200
H: -13.188728 -18.513806 -7.472535
H: -13.847890 -20.113604 -7.554782
H: -15.466510 -17.857750 -7.528490
H: -16.282361 -19.407508 -7.903072
H: -16.354758 -17.951151 -9.033914
H: -11.662925 -20.753163 -10.544088
H: -13.226661 -20.474785 -10.606508
C: -21.530098 -13.332269 -9.583052
C: -20.216699 -12.468547 -9.734809
C: -18.949519 -13.213739 -9.310998
O: -19.093496 -13.737126 -8.030287
C: -17.982458 -14.728486 -7.973746
N: -20.211103 -12.039281 -11.172586
H: -22.261245 -12.699762 -10.064753
H: -21.680069 -13.511007 -8.507887
H: -21.550537 -14.275227 -10.084081
H: -20.314339 -11.556164 -9.095398
H: -18.131916 -12.527550 -9.340957
H: -18.828890 -14.001580 -10.085636
H: -18.056762 -15.166087 -6.979488
H: -17.028394 -14.226277 -8.095578
H: -18.162247 -15.509316 -8.708376
H: -19.581528 -11.257304 -11.337949
H: -19.933898 -12.867904 -11.802790
C: -22.926312 -22.680155 -6.173526
C: -22.174591 -23.778312 -6.918451
C: -20.937361 -24.387829 -6.307333
O: -20.334126 -25.232100 -7.293116
C: -19.138702 -25.820602 -6.811496
N: -23.113454 -24.764510 -7.578394
H: -22.266580 -21.833895 -6.053655
H: -23.405301 -23.058494 -5.252190
H: -23.747096 -22.440325 -6.826001
H: -21.719656 -23.197718 -7.753983
H: -21.117262 -24.935981 -5.373323
H: -20.141921 -23.632664 -6.139895
H: -19.248103 -26.306547 -5.852737
H: -18.393530 -25.043488 -6.659164
H: -18.730952 -26.541013 -7.550494
H: -22.697321 -25.450332 -8.125589
H: -23.812294 -25.153469 -6.913243

Forces on atoms 1 to 2 (eV/Å):
C 0.2 0.2 0.7
C 0.9 0.1 2.0

**Kohn-Sham gap**: 0.3187 hartree
**Relative energy (zero: lowest compared OMol25 entry of this formula, charge and spin)**: 487.92 kJ/mol
**Total charge**: 0
**LUMO**: 0.49 eV
**E**: -5318.89679 a.u.